(1)
The following is a quantum chemistry calculation of a molecular structure, C41H87CaN2O10 at a distorted geometry, from the OMol25 dataset.

Atoms and positions in Å:
H -2.17 1.64 -1.57
H -5.77 0.02 1.19
H 3.84 3.74 1.09
H -0.15 -0.93 3.86
C 3.84 4.44 -0.96
H -4.52 0.98 3.05
O 3.47 2.66 3.85
C 0.27 4.01 4.41
C 0.20 0.19 0.52
O -0.46 5.20 4.13
C -2.06 2.68 -1.88
H -0.28 3.39 1.70
H 1.62 0.89 4.78
H -4.49 -2.66 1.15
H -0.06 1.99 3.64
H -0.21 -6.32 -2.55
H -2.12 -1.39 5.37
H -2.01 3.96 -0.08
C -0.69 5.04 -3.50
H 3.65 0.24 6.07
C 0.51 -5.12 1.09
H -3.06 -3.36 3.21
H 0.87 -6.01 -4.67
H 4.63 0.26 4.61
H 1.77 -1.14 -3.36
C 3.94 2.20 5.14
H -3.19 4.42 -1.26
C 2.72 -4.66 1.79
H -3.30 0.88 -4.14
H -4.44 -0.47 -4.41
H -2.63 2.76 -2.82
O -1.22 -2.56 3.07
O 0.37 -0.64 1.45
C 1.27 -3.37 -5.17
H 0.93 -2.34 -5.09
H -2.99 -2.50 -5.98
H 0.20 -1.59 -2.68
H 2.38 -5.54 -4.01
H -0.39 -4.38 -6.17
H -2.03 -0.07 2.63
C -0.25 4.34 -2.22
H 2.12 -2.59 1.93
C -2.74 -0.37 -5.81
H -2.77 0.78 1.28
C 0.64 -4.08 -6.35
C -1.08 5.05 2.84
H -0.80 -2.15 6.29
C -1.33 -2.15 5.35
H -0.09 -5.60 0.32
H 2.63 -4.69 2.88
H 2.35 -3.31 -5.38
C -2.71 3.54 -0.80
C 2.25 5.16 0.69
N 0.92 -3.99 -3.89
C 2.16 -3.39 1.20
H -0.18 4.65 -4.39
O 0.77 -3.71 0.86
H 1.91 -6.63 1.74
H -1.79 -4.64 3.24
H 0.69 -3.44 -7.24
H -1.37 -1.96 -6.42
C 3.10 3.97 0.32
H -1.96 3.14 2.14
H -5.93 -1.29 2.31
H 0.01 -5.28 2.05
H 3.93 6.40 1.01
C 1.27 -1.80 -2.65
C 3.12 6.31 0.27
H 1.90 5.22 1.73
C -2.92 -0.02 2.01
Ca -1.06 -2.32 0.59
H -3.52 3.02 -0.29
H 3.78 -4.83 1.60
H 0.22 1.72 -0.29
C -5.19 -0.68 1.80
C 1.64 -3.28 -2.83
O -2.94 -1.26 1.23
H -1.32 -4.30 5.44
H 3.23 2.60 5.88
H -2.95 -3.62 5.53
C -0.08 2.04 -3.08
C -1.01 3.56 2.48
C -2.06 -3.63 3.55
C -0.47 -1.93 4.11
H 1.95 2.16 -2.30
H 1.27 4.06 3.98
H -1.45 2.76 4.48
O 0.68 1.44 0.54
N -0.63 2.93 -2.06
H 0.42 3.87 5.48
H -3.46 -0.23 -6.63
H 1.25 -4.92 -6.69
C 3.75 0.69 5.09
H -0.63 2.09 -4.03
H -1.76 4.94 -3.69
H 4.95 2.54 5.30
H 2.32 -0.44 3.83
H 3.53 1.11 2.49
H -3.35 -1.79 -3.02
C -4.22 -0.03 2.75
H -4.09 -0.54 3.71
H 2.24 -5.90 0.11
H 1.33 5.11 0.10
H 3.34 4.02 -1.83
C 0.87 -6.16 -2.60
H 2.47 3.09 0.22
H 1.59 -3.77 -1.86
C -0.61 2.93 3.81
H 1.59 -1.51 -1.65
H 0.84 4.41 -2.17
O -0.55 -0.20 -0.41
C 1.44 2.18 -3.26
C -2.19 -1.79 -5.73
H -2.09 5.45 2.94
H 1.79 1.39 -3.93
H -1.97 0.37 -6.01
H 4.90 4.20 -0.93
C -2.61 -1.17 -3.56
H 1.36 -7.14 -2.60
H 1.94 1.96 2.63
C 2.82 1.60 3.16
O -1.78 -1.94 -4.39
H 1.20 -5.65 -1.70
H 1.66 3.10 -3.80
H 2.67 -3.12 0.28
H -2.07 -0.71 -2.73
H 2.74 -3.30 -2.97
C 2.50 0.56 4.22
H 0.43 -2.52 4.31
C -1.97 -3.51 5.07
H -0.63 4.84 -1.33
C -3.40 -0.16 -4.44
H 2.55 7.23 0.21
H -4.50 -1.55 -0.14
H -0.51 5.66 2.15
H -0.28 1.01 -2.76
C -4.31 -1.60 0.94
H -0.53 6.11 -3.44
C 1.29 -5.40 -3.87
C 1.88 -5.73 1.12
O 3.66 5.87 -0.96

## Properties
HOMO energy = -10.5 eV
total energy = -85817.53693 eV
orbital gap = 7.467 eV
net charge = +1
ΔE to the lowest compared entry with this formula, charge and spin = 15.0 kJ/mol

(2)
The following is a quantum chemistry calculation of a gas-phase ion, C4H11N2O (charge -1) at a distorted geometry, from the OMol25 dataset.

Atoms and positions in Å:
H -2.31 -0.73 -0.79
C 0.83 0.04 -0.99
H -2.09 1.08 1.52
N -1.60 -0.25 -1.30
H -1.12 -0.85 -1.95
N -1.87 0.11 1.77
H -0.70 -1.41 0.78
H 0.97 -0.95 -1.45
C -0.68 -0.33 0.97
H -0.61 1.41 -0.39
H 2.57 1.20 -0.26
H 1.04 0.78 -1.78
H -1.51 0.22 2.71
O 2.26 -0.17 1.12
H 2.89 -0.44 -0.92
C 2.26 0.12 -0.18
C -0.55 0.32 -0.41
H 0.22 -0.14 1.56

## Properties
HOMO energy = -2.4 eV
SMILES = NC[C@H](N)CC[O-]
total energy = -9352.93622 eV
orbital gap = 6.716 eV
net charge = -1
ΔE to the lowest compared entry with this formula, charge and spin = 149.9 kJ/mol

(3)
The following is a quantum chemistry calculation of a single C18H22N8O3 molecule, from the OMol25 dataset.

Atoms and positions in Å:
N 2.48 -1.55 -1.24
H 1.70 -3.12 0.00
H -0.93 -0.83 -0.51
C -2.46 -0.66 1.01
C -1.50 1.37 2.12
H -1.04 0.09 4.72
H -2.12 -1.68 3.60
C -2.32 -0.61 3.47
C 2.31 1.94 1.78
C 0.29 -0.71 -3.59
C -0.21 -0.30 -4.86
O -2.01 0.14 4.61
C -1.74 -0.14 -2.64
C -2.55 -0.08 -1.38
O 0.65 -0.25 4.05
N -0.59 0.21 -6.91
N -0.28 -0.76 2.04
H -1.13 1.69 1.14
C 3.30 1.05 1.10
H -2.67 -1.73 1.16
H 2.39 2.42 -0.38
C 2.03 -1.37 2.45
N -1.85 -0.46 -0.29
C -2.29 0.26 -3.80
N -1.50 0.18 -4.93
H 2.83 -0.93 3.05
H -3.39 -0.49 3.31
C 0.73 -0.72 2.93
H 2.59 2.38 2.73
C 2.99 2.40 0.52
H 3.75 3.15 0.59
H 1.98 -2.42 2.73
H -2.59 0.89 -6.64
N 0.34 -0.28 -6.06
H -0.02 -1.16 1.15
H 4.27 0.92 1.57
C 2.92 -0.36 -0.92
H -0.83 1.74 2.90
C 2.31 -1.26 0.99
C 2.10 -2.12 -0.05
H 1.27 1.67 1.70
H -3.30 0.64 -3.88
N -0.45 -0.62 -2.53
O -3.71 0.28 -1.38
C -1.61 -0.15 2.17
C -1.68 0.48 -6.24
N 2.82 -0.12 0.41
H 1.29 -1.10 -3.49
H -2.48 1.82 2.29
H -3.41 -0.13 1.00
H 3.32 0.37 -1.60

## Properties
HOMO energy = -9.2 eV
SMILES = C[C@@](CO)(CNC(=O)c1cn2cnnc2cn1)NC(=O)Cc1cncn1C1CC1
total energy = -37086.40466 eV
orbital gap = 8.966 eV
ΔE to the lowest compared entry with this formula, charge and spin = 31.0 kJ/mol

(4)
The following is a quantum chemistry calculation of a single C4H4FNS2 molecule at a distorted geometry, from the OMol25 dataset.

Atoms and positions in Å:
F -1.62 -1.56 -0.64
H -0.22 -2.11 1.28
S 1.56 -1.41 2.86
H 1.41 0.20 0.80
H -1.84 0.32 -1.78
C 0.58 -1.36 1.39
C -0.19 0.31 -0.47
C -1.34 -0.26 -0.98
H 0.85 2.33 -0.07
C 0.27 1.72 -0.69
N 0.55 -0.41 0.54
S -0.01 2.22 -2.27

## Properties
HOMO energy = -8.5 eV
SMILES = F/C=C(/C=S)NC=S
total energy = -30087.58183 eV
orbital gap = 6.659 eV
ΔE to the lowest compared entry with this formula, charge and spin = 273.7 kJ/mol

(5)
The following is a quantum chemistry calculation of a molecular structure, C35H47Ge2N7O5V at a distorted geometry, from the OMol25 dataset.

Atoms and positions in Å:
C 4.40 0.88 -0.03
H -0.87 -3.31 1.02
C -2.67 -1.36 -1.20
H -2.35 -2.33 1.92
C -1.07 4.05 -1.12
H 4.45 -0.87 -1.32
V -0.22 0.42 -0.47
N 1.55 -5.33 1.65
C -4.36 4.14 0.53
C -0.44 0.51 4.76
H 2.92 -3.52 -0.55
C -4.65 3.01 -2.52
C -0.17 -3.99 0.54
C 0.17 0.59 3.37
N 1.06 -3.25 0.31
H -7.08 2.97 2.97
H -4.28 4.01 -2.71
H -3.03 -0.55 4.29
C -6.31 3.30 2.29
H -7.35 5.10 1.77
H 1.82 -6.26 -0.18
C -1.54 5.02 -2.19
C -3.52 2.01 -2.38
H 3.93 2.67 1.09
C 2.18 1.61 0.47
C -3.00 2.10 0.98
H -2.55 5.37 -2.01
H 6.20 0.32 -0.35
H -2.95 1.98 -3.31
C -2.51 1.31 1.93
C -2.04 -1.62 2.70
C 0.81 2.04 -3.70
N -0.14 1.53 -2.87
C 1.04 1.17 -4.73
H -1.80 -2.05 -4.16
C 2.47 -0.28 -0.81
H -5.09 1.59 2.60
H -3.58 4.48 -0.15
H -1.05 4.54 -0.14
C -1.45 -0.49 -2.76
C -0.50 0.36 -3.39
C 1.64 -2.87 1.59
H -0.05 3.74 -1.34
H -3.95 1.02 -2.22
H 2.52 -2.25 1.40
C -2.77 -2.19 -2.28
H 0.46 1.62 3.17
H -0.88 5.88 -2.21
C 3.84 -0.16 -0.77
N -1.85 -0.32 -1.49
H 3.09 -4.25 2.51
C 1.67 -1.23 -1.66
O -0.06 2.07 0.58
H -5.30 2.73 -3.35
H 1.55 -4.17 3.37
H 0.28 0.82 5.51
H 3.29 -5.58 0.54
H 1.10 0.00 3.35
H -1.33 -2.14 3.34
H -1.52 4.55 -3.18
C -5.19 2.52 2.08
N 0.19 0.12 -4.54
C -5.49 4.91 0.72
H 0.91 -2.26 2.13
C 1.99 -4.09 -0.42
H -3.31 -3.10 -2.42
H -0.21 -6.15 0.93
C 3.54 1.81 0.57
H -3.69 -2.15 3.98
C -3.27 -1.26 3.51
Ge -1.03 -0.02 1.84
H -0.58 -4.26 -0.44
H 1.72 1.21 -5.55
H -0.38 -5.16 2.39
H -4.04 -0.83 2.87
H 0.22 -0.75 -5.05
O 1.30 3.57 1.53
H -2.96 1.37 2.91
H -1.31 1.17 4.84
O 5.74 1.04 0.10
C -6.47 4.50 1.61
H -3.13 -1.44 -0.23
N 1.65 0.56 -0.17
C 1.09 2.53 0.93
H 1.59 -4.26 -1.42
O 0.43 -1.15 -1.38
H -5.25 3.03 -1.61
C 2.01 -4.16 2.38
C -4.19 2.93 1.20
N -2.01 -1.63 -3.27
C 0.11 -5.23 1.42
H -5.61 5.84 0.17
H -0.76 -0.51 4.99
Ge -2.11 2.29 -0.86
O 2.17 -1.89 -2.56
C 2.23 -5.40 0.36
H 1.27 2.99 -3.51

## Properties
HOMO energy (alpha / beta) = -7.3 / -6.4 eV
total energy = -196444.93078 eV
expectation value of S² = 0.9968
spin multiplicity = 2
orbital gap (alpha / beta) = 7.058 / 6.141 eV
ΔE to the lowest compared entry with this formula, charge and spin = 115.3 kJ/mol

(6)
The following is a quantum chemistry calculation of a single CH2O4 molecule at a distorted geometry, from the OMol25 dataset.

Atoms and positions in Å:
C -0.05 0.13 0.06
H 1.75 -0.52 0.91
H -1.76 -0.33 -0.86
O -0.21 1.44 0.23
O -1.12 -0.63 -0.09
O 0.60 0.52 -1.15
O 0.79 -0.60 0.89

## Properties
HOMO energy (alpha / beta) = -11.6 / -11.6 eV
total energy = -9254.77932 eV
orbital gap (alpha / beta) = 8.707 / 8.704 eV
ΔE to the lowest compared entry with this formula, charge and spin = 227.6 kJ/mol